# C17H15BiN5O6Te

C17H15BiN5O6Te as an isolated structure (ωB97M-V with the def2-TZVPD basis set, the OMol25 dataset).

The geometry in XYZ format:
```
45
Properties=species:S:1:pos:R:3
Bi -0.58136 0.63362 0.75630
O 1.19564 -5.60039 -0.60373
C 0.94465 -4.42906 -0.48115
C 0.57614 -3.46630 -1.60472
O 0.54671 -3.72729 -2.78431
C 0.27496 -2.16309 -0.94799
C 0.49494 -2.29613 0.44710
O 0.31983 -1.31668 1.30936
C 0.91641 -3.63755 0.81805
O 1.17622 -4.08241 1.92193
O -0.08485 -1.09965 -1.50177
C -0.87168 3.85700 -2.89696
C -0.33812 3.59635 -1.50557
O -1.05510 3.19151 -0.61023
N 0.97387 3.91010 -1.31122
C 1.67186 3.63064 -0.06822
C 2.55231 2.41293 -0.22669
C 3.91655 2.52007 -0.44577
C 4.65398 1.36669 -0.67524
C 4.00419 0.14913 -0.67871
C 2.63657 0.13181 -0.43328
N 1.93264 1.24073 -0.21011
H -1.63309 3.11158 -3.11043
H -0.09838 3.81966 -3.66500
H -1.33920 4.84334 -2.91759
H 1.52106 4.16147 -2.11595
H 0.93386 3.46188 0.70955
H 2.27480 4.49453 0.21064
H 4.38969 3.49492 -0.42590
H 5.72205 1.42324 -0.84756
H 4.53041 -0.77906 -0.85518
H 2.09388 -0.80147 -0.40280
N -3.69100 -4.13144 1.63517
C -3.70282 -2.76920 1.75613
C -2.53689 -2.02160 1.49272
N -2.55535 -0.71467 1.57703
C -3.68927 -0.09168 1.91995
C -4.81684 -0.84098 2.17414
N -4.83359 -2.17310 2.09532
H -2.80769 -4.61045 1.61852
H -4.47442 -4.62042 2.03004
H -1.59547 -2.49584 1.24018
H -3.65754 0.98616 2.01415
H -5.74222 -0.35714 2.46383
Te -0.14832 1.78826 3.13596
```

highest occupied orbital energy	-4.20	eV
energy	-1864.79318	hartree
strongest force on any atom	0.6	eV/A
frontier orbital gap	6.531	eV
LUMO energy	2.3	eV
total charge	-1

---

# C22H22O2S5Sc

C22H22O2S5Sc as an isolated structure (ωB97M-V with the def2-TZVPD basis set, the OMol25 dataset).

The geometry in XYZ format:
```
52
Properties=species:S:1:pos:R:3
Sc 0.02347 -0.64070 0.92746
S -1.90861 0.22546 4.86978
C -1.39371 0.06142 3.32677
S -1.94186 -1.23072 2.28064
S -0.24083 1.17654 2.61966
O 0.99555 0.41017 -0.45925
S 1.05440 1.28864 -1.70281
C -0.17714 2.61069 -1.34907
C -1.63695 2.27793 -1.40839
C -2.44532 2.85825 -2.38004
C -3.81608 2.64086 -2.37210
C -4.38768 1.83389 -1.40020
C -3.58595 1.23112 -0.43845
C -2.22242 1.45468 -0.44723
C 0.28700 0.27648 -3.05956
C -0.80527 -0.64892 -2.61434
C -2.06567 -0.57301 -3.18977
C -3.10337 -1.36451 -2.72046
C -2.90535 -2.21117 -1.64256
C -1.63378 -2.35353 -1.10664
C -0.57535 -1.60923 -1.62151
H 0.08305 3.42197 -2.03018
H 0.11432 2.89708 -0.33522
H -2.00908 3.51963 -3.12083
H -4.43785 3.11586 -3.11979
H -5.45914 1.68211 -1.38399
H -4.02520 0.61362 0.33461
H -1.60912 1.04195 0.34613
H 1.14209 -0.25670 -3.47663
H -0.07372 0.99863 -3.79339
H -2.23692 0.10000 -4.01931
H -4.07352 -1.30586 -3.19467
H -3.72862 -2.78892 -1.24422
H -1.45306 -3.11627 -0.35727
H 0.44454 -1.87276 -1.36622
C 3.21557 -3.58479 2.06901
S 2.82697 -2.29408 0.87638
O 1.29157 -2.20826 0.91168
C 3.37594 -0.89092 1.85009
C 2.77356 -0.64025 3.07573
C 3.21505 0.43876 3.82714
C 4.21874 1.26204 3.33893
C 4.81473 0.99602 2.11262
C 4.40081 -0.09152 1.36178
H 2.60253 -3.44514 2.95687
H 4.27465 -3.51705 2.31215
H 2.99938 -4.54508 1.60369
H 2.01284 -1.29944 3.47990
H 2.76242 0.63560 4.78882
H 4.54166 2.11369 3.92221
H 5.61083 1.63110 1.74830
H 4.86989 -0.32535 0.41371
```

highest occupied orbital energy	-9.82	eV
energy	-3753.55389	hartree
strongest force on any atom	1.6	eV/A
frontier orbital gap	7.034	eV
LUMO energy	-2.8	eV
total charge	+1

---

# C13H35N9O5

A 5-piece molecular cluster, C13H35N9O5 overall (ωB97M-V with the def2-TZVPD basis set, the OMol25 dataset).

The geometry in XYZ format:
```
62
Properties=species:S:1:pos:R:3
C -0.31991 0.77357 1.67471
C 0.47652 2.07999 2.07007
C -0.72089 3.01893 2.30611
C -0.42312 4.39226 2.95694
C 0.27569 4.12947 4.31867
C 1.51394 3.13927 4.15285
N 1.15752 1.87796 3.38513
O 2.16959 0.97927 3.35462
C 2.65573 3.92815 3.47657
C 2.02869 2.66375 5.52659
C 1.45923 2.46528 0.90234
H 0.33865 -0.07030 1.46906
H -0.84874 0.90622 0.73086
H -0.96620 0.52046 2.51515
H -1.15369 3.32551 1.35385
H -1.47907 2.52501 2.91381
H -1.29399 5.00820 3.18126
H 0.14353 5.01883 2.26815
H -0.42691 3.55734 4.92459
H 0.65669 5.05991 4.73964
H 2.32356 4.77646 2.87812
H 3.31562 4.36686 4.22503
H 3.31960 3.23839 2.95544
H 2.26507 3.53601 6.13601
H 1.23121 2.05494 5.95259
H 2.94194 2.09174 5.36266
H 1.12535 2.17972 -0.09520
H 2.52979 2.38601 1.09133
H 1.49606 3.54360 1.05709
H 1.78234 0.39856 4.01372
C -0.63134 -1.36919 -1.72855
O -1.40857 -0.50777 -1.88538
N -0.67309 -2.52485 -2.26902
N 0.49785 -1.27445 -1.01942
H -1.25287 -2.58688 -3.09370
H 0.09100 -3.16534 -2.10767
H 1.02729 -2.12647 -0.90165
H 0.56724 -0.43500 -0.46210
C 2.08950 -5.42293 -1.10305
O 1.82397 -4.25825 -1.36114
N 3.24735 -5.96499 -1.09337
N 1.18125 -6.37120 -0.97728
H 3.36329 -6.91099 -1.42762
H 3.84730 -5.24790 -1.47539
H 0.19232 -6.16642 -0.99096
H 1.61767 -7.07106 -0.39432
C -1.18552 -2.97095 -5.50201
O -0.38439 -2.04230 -5.33197
N -2.26038 -2.69264 -5.98061
N -0.91269 -4.27504 -5.34219
H -2.20167 -1.72365 -6.25941
H -2.79958 -3.44710 -6.38080
H -1.68013 -4.88238 -5.59172
H -0.01348 -4.59989 -5.01662
C -4.45573 0.65192 -3.14428
O -5.67593 0.59700 -3.30436
N -3.91197 0.96266 -2.01684
N -3.61048 0.07479 -3.96710
H -4.48529 1.47342 -1.36069
H -2.94030 0.81775 -1.78241
H -3.91909 -0.15996 -4.89971
H -2.71736 -0.25133 -3.62641
```

highest occupied orbital energy (spin up / spin down)	0.45 / -6.74	eV
energy	-1385.30226	hartree
strongest force on any atom	10.4	eV/A
frontier orbital gap (spin up / spin down)	1.791 / 8.980	eV
LUMO energy (spin up / spin down)	2.2 / 2.2	eV
2S+1	2
total charge	-1
expectation value of S²	0.750

---

# H26O13

A 13-piece molecular cluster, H26O13 overall (ωB97M-V with the def2-TZVPD basis set, the OMol25 dataset).

The geometry in XYZ format:
```
39
Properties=species:S:1:pos:R:3
O 2.94818 1.25213 1.08013
H 2.94418 0.78413 0.28713
H 3.28818 2.15413 0.81713
O -2.73682 1.70113 -2.52187
H -1.88482 1.63913 -2.09487
H -3.31282 2.17013 -1.87187
O 0.86818 -2.97087 -1.96187
H 0.32518 -3.52287 -1.44587
H 0.56918 -2.06987 -1.75787
O 0.20918 0.37713 0.12713
H 0.49418 -0.49987 0.44213
H -0.31882 0.27713 -0.66587
O -1.50282 2.79213 1.37913
H -2.05682 3.54813 1.17413
H -2.00182 1.93113 1.30013
O -1.57482 -0.94687 -1.65387
H -1.48182 -1.48887 -0.88287
H -1.72282 -1.52587 -2.38487
O 1.01418 -0.28187 -3.12287
H 1.12518 -0.90287 -3.83687
H 0.21518 0.09813 -3.48187
O -0.09082 0.54113 2.92913
H 0.27418 1.36513 3.20513
H -0.23982 0.57913 1.97413
O -1.35382 -2.71587 0.42513
H -1.73982 -3.60287 0.34713
H -1.39582 -2.51987 1.35013
O 1.63818 -1.87287 0.91113
H 2.57618 -1.93287 0.95313
H 1.58718 -2.59087 0.28513
O 0.62518 -2.71487 3.29113
H 1.06018 -2.52087 2.44013
H 0.33518 -3.63787 3.20513
O 1.02018 3.51813 0.90513
H 0.08818 3.30413 0.94313
H 1.35418 2.72213 1.37313
O -0.37882 2.48413 -1.52087
H -0.72582 3.20713 -1.02087
H -0.04082 1.87313 -0.91987
```

highest occupied orbital energy	-10.38	eV
energy	-993.67765	hartree
strongest force on any atom	3.4	eV/A
frontier orbital gap	10.065	eV
LUMO energy	-0.3	eV

---

Q: Among the records above, which one has the lowest energy?
A: C22H22O2S5Sc

---

Q: Among the records above, which one has the lowest energy?
A: C22H22O2S5Sc

---

Q: Which value of strongest force on any atom does entry 1 give?
A: 0.6 eV/A

---

Q: Which value of energy does entry 4 give?
A: -993.67765 hartree